1.
A gas-phase ion, C20H22F2NO (charge +1) in a non-equilibrium geometry, computed with ωB97M-V/def2-TZVPD.

Last column: Mulliken charge in e.
Geometry (Å):
C (1.0905, 2.1064, 1.2866)  -1.2040
C (0.3457, 0.9515, 0.6067)  0.3102
C (-1.0175, 1.0950, 0.1623)  -0.3923
N (-2.2130, 0.6484, 0.6619)  0.2581
C (-3.3387, 0.9349, -0.2362)  -0.3365
C (-4.7054, 0.5862, 0.3297)  -0.7152
O (-4.6626, -0.6386, 1.0765)  -0.3564
C (-3.8122, -0.4779, 2.2265)  -0.6746
C (-2.3423, -0.1949, 1.8584)  -0.1683
C (1.6182, 0.5020, -0.7202)  -0.7913
C (2.8775, -0.0463, -0.1161)  0.4015
C (4.0541, 0.7287, 0.0561)  -0.6293
C (5.0024, 0.3362, 1.0168)  -0.5078
C (4.8324, -0.8470, 1.7577)  -0.6141
C (3.8014, -1.6949, 1.3867)  0.2507
F (3.6822, -2.8841, 2.0613)  -0.3012
C (2.8943, -1.3692, 0.3677)  -0.5300
C (0.8710, -0.2728, -1.7529)  0.4528
C (0.7400, 0.0813, -3.1066)  -0.6108
C (-0.1915, -0.6065, -3.8990)  -0.5549
C (-0.9924, -1.6133, -3.3668)  -0.6928
C (-0.7911, -1.9677, -2.0421)  -0.0714
F (-1.6176, -2.9030, -1.4856)  -0.3472
C (0.1863, -1.3764, -1.2492)  -0.2812
H (1.2880, 1.8868, 2.3580)  0.3083
H (2.1016, 2.2952, 0.8010)  0.3352
H (0.5504, 3.0723, 1.2911)  0.4097
H (0.6544, -0.0715, 0.8648)  0.3409
H (-1.1767, 1.8427, -0.6498)  0.3745
H (-3.3120, 2.0090, -0.4826)  0.4125
H (-3.2074, 0.3682, -1.1776)  0.2891
H (-5.0584, 1.4360, 0.9464)  0.3642
H (-5.4151, 0.3966, -0.4819)  0.3460
H (-4.1969, 0.3479, 2.8692)  0.3549
H (-3.9398, -1.4396, 2.7481)  0.3191
H (-1.8546, -1.1812, 1.7139)  0.2732
H (-1.8808, 0.2988, 2.7340)  0.3073
H (1.7978, 1.5287, -1.0770)  0.8913
H (4.1930, 1.6430, -0.5060)  0.4950
H (5.8471, 0.9992, 1.2287)  0.3695
H (5.5628, -1.1481, 2.5064)  0.4548
H (2.1825, -2.1343, 0.0644)  0.6272
H (1.3035, 0.9235, -3.4969)  0.4713
H (-0.3145, -0.2994, -4.9420)  0.4010
H (-1.7033, -2.1621, -3.9824)  0.4893
H (0.2668, -1.6893, -0.2102)  0.4717

E_HOMO = -12.012 eV
HOMO-LUMO gap = 7.31 eV
net charge = +1
E_tot = -30059.9922 eV
energy above the lowest of the compared OMol25 structures with the same formula, charge and spin = 188.2 kJ/mol

2.
C20H22F3N3S in the gas phase, computed with ωB97M-V/def2-TZVPD.

Last column: Mulliken charge in e.
Geometry (Å):
F (-5.2619, -1.3121, 3.4204)  -0.2722
C (-5.6000, -0.5307, 2.3715)  0.8468
F (-6.9326, -0.4354, 2.3924)  -0.2777
F (-5.2890, -1.2449, 1.2709)  -0.2593
C (-4.9087, 0.8012, 2.3996)  0.1034
C (-5.6583, 1.9640, 2.5085)  -0.5838
C (-5.0344, 3.1971, 2.5170)  -0.5342
C (-3.6524, 3.2630, 2.4355)  -0.6901
C (-2.8971, 2.1121, 2.3352)  -0.3119
C (-3.5077, 0.8547, 2.3034)  0.0785
N (-2.7683, -0.3136, 2.2236)  -0.0382
C (-1.5334, -0.5151, 1.6564)  0.1997
S (-0.6815, -1.8539, 2.1028)  -0.4690
N (-1.1037, 0.3829, 0.7522)  -0.0460
C (0.1280, 0.2345, 0.0070)  0.0682
C (0.8456, 1.5867, -0.1000)  -0.6811
C (1.6902, 1.6431, -1.3925)  -1.1856
N (2.2515, 0.3724, -1.7767)  0.0828
C (3.2847, -0.1243, -0.8827)  -0.5445
C (4.0586, -1.2350, -1.5426)  0.2626
C (4.5490, -1.0624, -2.8314)  -0.4150
C (5.2608, -2.0716, -3.4519)  -0.5596
C (5.4943, -3.2660, -2.7895)  -0.3698
C (5.0082, -3.4459, -1.5068)  -0.6388
C (4.2908, -2.4360, -0.8880)  -0.2309
C (1.2143, -0.5998, -2.0968)  -0.7978
C (-0.1264, -0.3364, -1.3889)  -0.7987
H (-6.7324, 1.8953, 2.5826)  0.4683
H (-5.6215, 4.0974, 2.5979)  0.4074
H (-3.1551, 4.2205, 2.4651)  0.4007
H (-1.8203, 2.1743, 2.3228)  0.6174
H (-3.1179, -1.1325, 2.7046)  0.2796
H (-1.7788, 1.0352, 0.3765)  0.4981
H (0.7330, -0.4810, 0.5720)  -0.0172
H (1.4790, 1.7371, 0.7748)  0.2816
H (0.1094, 2.3937, -0.1212)  0.3782
H (1.0660, 1.9800, -2.2249)  0.4306
H (2.5014, 2.3650, -1.2732)  0.4130
H (2.8951, -0.4772, 0.0852)  0.2332
H (3.9660, 0.7104, -0.6839)  0.3928
H (4.3565, -0.1305, -3.3410)  0.3873
H (5.6371, -1.9281, -4.4544)  0.3800
H (6.0517, -4.0547, -3.2734)  0.3757
H (5.1833, -4.3762, -0.9864)  0.3818
H (3.9084, -2.5848, 0.1124)  0.3621
H (1.0528, -0.5829, -3.1817)  0.2154
H (1.5810, -1.5932, -1.8337)  0.4550
H (-0.6856, -1.2690, -1.3082)  0.3608
H (-0.7301, 0.3728, -1.9606)  0.3606

E_HOMO = -8.326 eV
HOMO-LUMO gap = 8.78 eV
net charge = 0
E_tot = -44556.2342 eV
energy above the lowest of the compared OMol25 structures with the same formula, charge and spin = 6.0 kJ/mol

3.
2 unconnected molecules or ions with the total composition C20H22F3O3S in a non-equilibrium geometry, computed with ωB97M-V/def2-TZVPD.

Last column: Mulliken charge in e.
Geometry (Å):
C (-5.4642, 2.4890, -3.0774)  -1.1852
C (-4.6633, 1.3119, -2.5778)  -0.1619
O (-3.9465, 1.7094, -1.3968)  -0.3094
C (-3.2280, 0.6973, -0.8135)  0.5604
C (-2.4340, 1.1873, 0.2959)  -0.8459
C (-1.9171, 0.3801, 1.3116)  1.2159
C (-1.9216, -1.0512, 1.2390)  -0.8291
C (-1.2244, -1.8113, 2.1674)  -0.0985
C (-0.5512, -1.1912, 3.2339)  -0.5205
C (-0.6605, 0.2026, 3.4070)  -0.4330
C (-1.3331, 0.9756, 2.4766)  -0.9224
O (-3.2671, -0.4567, -1.2485)  -0.7550
H (-5.7690, 2.3020, -4.1092)  0.3695
H (-6.3776, 2.6038, -2.4851)  0.2811
H (-4.8907, 3.4197, -3.0430)  0.2996
H (-5.3435, 0.4833, -2.3429)  0.2544
H (-3.9292, 0.9956, -3.3308)  0.2687
H (-2.3903, 2.2704, 0.4108)  0.2757
H (-2.4415, -1.4992, 0.3942)  0.2674
H (-1.2010, -2.8966, 2.0478)  0.3687
H (0.0313, -1.7981, 3.9322)  0.3761
H (-0.2156, 0.6761, 4.2854)  0.3386
H (-1.4630, 2.0547, 2.5929)  0.3075
C (2.9032, -1.7975, -1.8262)  -1.8816
C (2.0284, -1.0164, -0.8622)  1.5441
C (0.6218, -1.5966, -0.8237)  -1.5221
C (2.6912, -0.9475, 0.5244)  0.3095
C (3.2698, 0.2261, 0.9927)  -0.1029
C (3.8156, 0.2738, 2.2764)  -0.6756
C (3.8383, -0.8745, 3.0695)  -0.3919
C (3.3257, -2.0797, 2.5679)  -0.8263
C (2.7694, -2.1161, 1.2914)  -0.1829
O (2.1097, 0.3223, -1.3729)  -0.3893
S (0.8713, 1.4635, -1.3548)  0.1641
C (1.9412, 2.5120, -2.3816)  0.5154
F (2.5736, 1.7786, -3.3497)  -0.2110
F (1.2607, 3.5081, -3.0049)  -0.2215
F (2.9263, 3.0694, -1.5967)  -0.2176
H (2.9318, -2.8547, -1.5512)  0.3224
H (2.5063, -1.6938, -2.8422)  0.4570
H (3.9217, -1.3939, -1.8060)  0.4207
H (0.6481, -2.5985, -0.3708)  0.3748
H (-0.0730, -1.0038, -0.2152)  0.2243
H (0.2062, -1.7047, -1.8342)  0.4277
H (3.2893, 1.1209, 0.3694)  0.3833
H (4.2169, 1.2233, 2.6249)  0.3879
H (4.2653, -0.8350, 4.0740)  0.3566
H (3.3558, -2.9922, 3.1707)  0.3532
H (2.3864, -3.0476, 0.8613)  0.2591

E_HOMO = -2.508 eV
HOMO-LUMO gap = 5.36 eV
net charge = -1
E_tot = -46227.5989 eV

4.
A molecular structure, C20H22N2O3Sn in a non-equilibrium geometry, computed with ωB97M-V/def2-TZVPD.

Last column: Mulliken charge in e.
Geometry (Å):
C (1.9261, -2.4497, -3.8019)  -0.5964
C (1.8963, -3.7520, -3.0043)  -0.7861
H (1.0632, -2.4011, -4.4654)  0.2557
H (2.8331, -2.4738, -4.4137)  0.2968
H (1.9421, -1.5452, -3.1927)  0.0523
H (1.1321, -3.8157, -2.2242)  0.1590
H (1.7096, -4.5797, -3.7019)  0.3482
H (2.8554, -3.9539, -2.5179)  0.2762
C (-1.5021, 2.6218, -1.0472)  -0.2939
C (-2.5592, 3.5395, -0.9297)  -0.6982
C (-3.4492, 3.4009, 0.1431)  -0.3825
C (-3.2268, 2.3768, 1.0622)  -0.7996
H (-0.7339, 2.7780, -1.8082)  0.4429
H (-2.6656, 4.3241, -1.6996)  0.3533
H (-4.3124, 4.0720, 0.2552)  0.4024
H (-3.8775, 2.2511, 1.9263)  0.2603
N (-1.3904, 1.5183, -0.2717)  0.2067
C (-2.1806, 1.4556, 0.8280)  0.5066
C (-1.9585, 0.3481, 1.7608)  0.6671
N (-0.9966, -0.5595, 1.4529)  0.1792
C (-0.6964, -1.5053, 2.3689)  -0.0804
C (-2.5463, -0.8671, 3.7753)  -0.4598
C (-1.4692, -1.7239, 3.5225)  -0.7840
H (0.1908, -2.1005, 2.1466)  0.3084
H (-1.2154, -2.5791, 4.1532)  0.3843
C (-2.7573, 0.1961, 2.9116)  -0.6596
H (-3.5856, 0.8844, 3.0791)  0.2291
H (-3.2203, -1.0514, 4.6234)  0.4068
Sn (0.3427, -0.4733, -0.7763)  0.5936
C (1.7308, -1.9491, 0.1268)  -1.8192
H (1.2483, -2.9211, 0.2042)  0.4645
H (2.0350, -1.6411, 1.1250)  0.5209
H (2.6378, -2.0889, -0.4650)  0.3885
O (3.6251, 1.5352, 2.0756)  -0.6465
C (3.9671, 2.3869, 1.0853)  0.4169
C (5.2252, 3.0099, 1.2142)  -0.6586
C (5.6418, 3.9393, 0.2786)  -0.2318
C (4.8634, 4.2288, -0.8566)  -0.7547
C (3.6462, 3.5572, -1.0173)  -0.3244
C (3.1652, 2.6486, -0.0759)  -0.0641
C (2.0775, 1.6784, -0.4114)  1.4686
O (1.5959, 1.5723, -1.5837)  -0.7328
O (1.6465, 0.9007, 0.5523)  -0.7372
H (2.7487, 1.1338, 1.8175)  0.4462
H (5.8684, 2.7355, 2.0545)  0.3934
H (6.5866, 4.4732, 0.4091)  0.3487
H (5.1875, 4.9359, -1.6224)  0.3665
H (3.0339, 3.7220, -1.9042)  0.3668

E_HOMO = -6.994 eV
HOMO-LUMO gap = 6.37 eV
net charge = 0
E_tot = -36051.4554 eV
energy above the lowest of the compared OMol25 structures with the same formula, charge and spin = 0.0 kJ/mol

5.
C20H22N2O4 in the gas phase in a non-equilibrium geometry, computed with ωB97M-V/def2-TZVPD.

Last column: Mulliken charge in e.
Geometry (Å):
C (-0.5816, 0.0369, -7.7037)  -1.1352
C (-0.4926, -0.2208, -6.3448)  0.8291
O (0.5421, -0.7451, -5.8606)  -0.5587
O (-1.6086, 0.2015, -5.5987)  -0.3039
C (-1.9028, 0.1906, -4.1769)  0.3048
C (-0.7618, 0.1400, -3.1949)  -0.2991
C (-1.0513, -0.0768, -1.7919)  -0.0887
C (-2.2106, -0.0401, -1.4425)  0.8217
C (-2.7856, -0.2017, -0.0042)  -0.1761
O (-3.5363, -0.9308, 0.2891)  -0.3543
N (-1.7255, 0.3797, 0.8556)  -0.0565
C (-1.7429, 0.1564, 2.3147)  0.5108
C (-3.0067, -0.1641, 2.9751)  -1.2511
C (-2.8774, -0.1010, 4.4035)  -0.3641
C (-1.6323, 0.5225, 4.8915)  -0.6257
C (-0.5436, 0.7078, 4.3222)  -0.4807
C (-0.5617, 0.8119, 2.9491)  0.4633
C (0.7806, 0.9065, 2.2465)  0.9379
O (0.7553, 1.3957, 0.9639)  -0.8527
N (1.8865, 0.7101, 2.8626)  -0.1557
C (3.1184, 1.0846, 2.0948)  -1.1302
C (3.8167, -0.3477, 1.9581)  0.8609
C (4.1075, -1.0925, 3.1209)  -1.8531
C (2.8951, -1.0669, 0.9469)  -1.7859
C (-3.2286, -0.2204, -2.3396)  -0.4697
C (-3.0700, -0.2056, -3.7634)  -1.4716
H (-0.5579, 1.2052, -7.9196)  0.2305
H (0.0875, -0.4280, -8.2722)  0.4304
H (-1.7213, -0.2074, -8.1280)  0.2577
H (0.3970, 0.4535, -3.5250)  0.1794
H (-0.2421, 0.1666, -1.1550)  0.1485
H (-0.9238, 0.7147, 0.5675)  0.3987
H (-3.6114, -0.7051, 2.5875)  0.7889
H (-3.7980, -0.4819, 4.8549)  0.3721
H (-1.5729, 0.4724, 6.1858)  0.1113
H (0.3046, 1.2100, 4.8338)  0.2522
H (1.9821, 0.7036, 3.6743)  0.0194
H (2.7463, 1.6306, 1.2802)  0.5896
H (3.8841, 1.7218, 2.7737)  0.2829
H (4.8019, -0.2373, 1.3941)  0.3599
H (4.8005, -0.3489, 3.8183)  0.2318
H (4.7490, -1.7569, 2.9394)  0.6267
H (3.2737, -1.4014, 3.5792)  0.4891
H (3.5047, -1.9912, 0.6731)  0.3633
H (2.9846, -0.5728, -0.0819)  0.3179
H (2.0753, -1.2206, 1.3218)  0.6798
H (-4.1434, -0.4171, -1.9377)  0.5439
H (-3.6028, -0.3405, -4.4372)  1.0107

E_HOMO = -8.311 eV
HOMO-LUMO gap = 8.37 eV
net charge = 0
E_tot = -32253.3683 eV
energy above the lowest of the compared OMol25 structures with the same formula, charge and spin = 1584.0 kJ/mol